52
Properties=species:S:1:pos:R:3 method="wB97M-V/def2-TZVPD" lumo_energy_ev="0.242 / -2.639" s2=0.754 gap_ev="8.65 / 5.77" spin_multiplicity=2 homo_energy_ev="-8.41 / -8.41" total_energy_ha=-2208.898559
Hg 3.207 0.646 -1.390
N -0.074 -1.200 -1.662
P 0.277 0.373 -2.192
C -0.211 1.437 -0.782
C -1.190 1.056 0.129
C -1.506 1.878 1.199
C -0.844 3.088 1.369
C 0.118 3.483 0.453
C 0.425 2.664 -0.625
C -1.196 0.688 -3.242
C -1.849 -0.346 -3.909
C -2.984 -0.086 -4.668
C -3.460 1.210 -4.787
C -2.783 2.253 -4.166
C -1.656 1.996 -3.403
C 0.884 -2.125 -1.264
C 0.477 -3.386 -0.813
C 1.435 -4.284 -0.403
C 2.777 -3.921 -0.447
C 3.088 -2.672 -0.932
N 2.171 -1.781 -1.337
H -1.035 -1.462 -1.506
H -1.692 0.100 0.037
H -2.263 1.566 1.908
H -1.063 3.710 2.227
H 0.639 4.422 0.585
H 1.191 2.968 -1.333
H -1.471 -1.359 -3.845
H -3.497 -0.900 -5.165
H -4.351 1.409 -5.368
H -3.142 3.269 -4.270
H -1.138 2.813 -2.917
H -0.576 -3.639 -0.804
H 1.143 -5.266 -0.052
H 3.557 -4.593 -0.118
H 4.121 -2.353 -1.007
O 3.372 1.572 4.833
S 2.500 2.336 3.954
O 0.883 1.835 4.325
N 2.644 1.792 2.453
C 1.981 0.794 1.923
O 2.091 0.422 0.719
C 1.019 0.025 2.766
C 0.600 -1.246 2.381
C -0.286 -1.965 3.163
C -0.757 -1.404 4.350
C -0.350 -0.142 4.740
C 0.536 0.582 3.946
H 0.988 -1.650 1.455
H -0.609 -2.952 2.855
H -1.441 -1.960 4.980
H -0.703 0.309 5.659